Here is a single CH2ClN3S molecule from the Open Molecules 2025 dataset. Energies are from ωB97M-V with the def2-TZVPD basis set.

Each line ends with the Mulliken charge.
Positions of all 8 atoms, in Å:
C: -2.6415 1.8587 1.3973  0.46
N: -1.7745 1.2976 0.7603  -0.27
N: -0.2057 -0.4593 0.1730  -0.41
N: -0.8382 0.3089 1.1158  0.16
S: -3.7541 2.8907 1.7663  -0.29
Cl: 0.2643 1.1294 2.2706  -0.12
H: 0.4513 -0.0777 -0.4477  0.24
H: 0.1559 -1.2141 0.5829  0.23

Atomic forces in eV per Å
C 0.4 0.4 -1.1
N 0.8 -1.6 -0.7
N -3.2 3.4 -1.6
N -0.5 0.2 1.6
S -0.1 -0.2 0.5
Cl 0.4 0.0 -0.1
H 0.9 1.4 -0.8
H 1.3 -3.7 2.2

Calculated values
**E_LUMO**: -0.370 eV
**2S+1**: 1
**Kohn-Sham gap**: 8.61 eV
**Energy above the lowest of the compared OMol25 structures with the same formula, charge and spin**: 108.2 kJ/mol
**E**: -1061.813485 hartree

***

Here is a molecular structure, CH2ClNO3S from the Open Molecules 2025 dataset. Energies are from ωB97M-V with the def2-TZVPD basis set.

Each line ends with the Mulliken charge.
Positions of all 9 atoms, in Å:
C: 1.1153 -0.9756 -0.2603  0.08
N: -0.0013 -0.2808 -0.5629  0.25
O: 2.2157 -0.5744 -0.5376  -0.45
O: -0.0460 0.9683 -0.9061  -0.22
O: -1.2968 -0.6664 0.5682  -0.28
S: 0.3721 2.2377 0.2818  -0.02
Cl: -2.7273 -0.7192 -0.1358  0.08
H: 1.0150 -1.9199 0.2939  0.36
H: -0.6467 1.9302 1.2588  0.20

Atomic forces in eV per Å
C 2.2 -0.6 1.7
N -4.0 -0.4 0.8
O 0.0 0.3 -0.5
O -0.2 0.9 0.5
O 4.0 0.6 -0.6
S -1.2 -1.3 0.9
Cl -1.2 0.1 -1.0
H -0.9 0.1 -0.3
H 1.3 0.3 -1.6

Calculated values
**E_LUMO**: -1.255 eV
**2S+1**: 1
**Kohn-Sham gap**: 8.96 eV
**Energy above the lowest of the compared OMol25 structures with the same formula, charge and spin**: 675.4 kJ/mol
**E**: -1177.909323 hartree

***

Here is a single CH2ClNOS molecule from the Open Molecules 2025 dataset. Energies are from ωB97M-V with the def2-TZVPD basis set.

Each line ends with the Mulliken charge.
Positions of all 7 atoms, in Å:
C: 1.0499 -0.2470 -0.1222  0.52
N: -0.3170 0.4989 0.0180  -0.33
O: 1.2488 -1.3677 -0.3940  -0.34
S: -1.6775 -0.4659 0.3933  -0.13
Cl: 2.4732 0.7478 0.2088  -0.17
H: -0.2919 1.4124 0.6284  0.31
H: -2.4855 -0.5786 -0.7323  0.14

Atomic forces in eV per Å
C -2.0 1.8 0.9
N 2.6 0.4 0.8
O -1.1 -0.5 -0.4
S -0.3 -0.4 0.2
Cl -0.6 0.7 0.0
H 0.3 -2.5 -1.8
H 1.1 0.6 0.3

Calculated values
**E_LUMO**: 0.391 eV
**2S+1**: 1
**Kohn-Sham gap**: 10.36 eV
**Energy above the lowest of the compared OMol25 structures with the same formula, charge and spin**: 58.1 kJ/mol
**E**: -1027.649707 hartree

***

Here is a single CH2ClPS molecule from the Open Molecules 2025 dataset. Energies are from ωB97M-V with the def2-TZVPD basis set.

Each line ends with the Mulliken charge.
Positions of all 6 atoms, in Å:
C: 0.5568 0.0654 -0.0409  -0.30
P: -1.0365 -0.0034 -0.7599  0.12
S: -2.2272 0.7232 0.6296  -0.30
Cl: 0.5959 -1.6860 0.2393  -0.12
H: 0.6418 0.6132 0.8506  0.33
H: 1.4692 0.2876 -0.9187  0.27

Atomic forces in eV per Å
C 4.1 0.1 -3.3
P -3.0 0.9 0.0
S 0.8 -0.5 -1.0
Cl 0.4 -0.8 0.5
H 0.4 0.7 1.1
H -2.6 -0.4 2.8

Calculated values
**E_LUMO**: -1.119 eV
**2S+1**: 1
**Kohn-Sham gap**: 7.84 eV
**Energy above the lowest of the compared OMol25 structures with the same formula, charge and spin**: 133.6 kJ/mol
**E**: -1238.993815 hartree